(1)
{"formula": "C31H41I2InN7O2", "method": "wB97M-V/def2-TZVPD", "species": ["O", "C", "O", "C", "C", "In", "I", "I", "H", "H", "H", "H", "H", "H", "N", "C", "C", "C", "C", "H", "H", "H", "H", "H", "N", "C", "C", "C", "C", "H", "H", "H", "H", "H", "N", "C", "C", "C", "C", "H", "H", "H", "H", "H", "N", "C", "C", "C", "C", "H", "H", "H", "H", "H", "N", "C", "C", "C", "C", "H", "H", "H", "H", "H", "N", "C", "C", "C", "C", "H", "H", "H", "H", "H", "N", "C", "C", "C", "C", "H", "H", "H", "H", "H"], "xyz": [[6.798, 3.259, 6.089], [7.222, 4.178, 5.442], [8.447, 4.062, 4.843], [6.542, 5.516, 5.217], [5.251, 5.692, 6.025], [3.430, 5.210, 4.917], [3.421, 6.992, 2.748], [3.614, 2.678, 3.758], [8.646, 4.886, 4.380], [6.361, 5.599, 4.135], [7.286, 6.294, 5.459], [5.299, 5.112, 6.953], [5.123, 6.754, 6.274], [1.913, 5.375, 5.759], [0.632, 1.020, 2.550], [-0.129, 0.812, 1.439], [-0.895, -0.307, 1.645], [-0.584, -0.788, 2.947], [0.357, 0.061, 3.476], [1.322, 1.750, 2.685], [-0.054, 1.473, 0.592], [-1.596, -0.727, 0.942], [-0.998, -1.650, 3.444], [0.860, 0.058, 4.428], [-0.122, 1.134, -2.194], [-0.557, 2.425, -2.108], [-0.254, 3.044, -3.293], [0.390, 2.083, -4.123], [0.455, 0.915, -3.412], [-0.202, 0.445, -1.465], [-1.037, 2.797, -1.219], [-0.444, 4.080, -3.527], [0.769, 2.236, -5.120], [0.866, -0.048, -3.666], [-2.895, -4.527, 1.004], [-1.967, -3.546, 0.796], [-1.774, -3.433, -0.555], [-2.615, -4.392, -1.185], [-3.294, -5.053, -0.196], [-3.240, -4.810, 1.902], [-1.524, -3.006, 1.614], [-1.104, -2.742, -1.039], [-2.709, -4.568, -2.244], [-4.027, -5.840, -0.244], [-2.906, 3.729, -5.320], [-4.150, 4.235, -5.074], [-4.764, 4.451, -6.281], [-3.849, 4.057, -7.295], [-2.713, 3.617, -6.667], [-2.230, 3.477, -4.618], [-4.493, 4.398, -4.067], [-5.757, 4.846, -6.420], [-4.007, 4.092, -8.360], [-1.789, 3.231, -7.063], [4.857, -0.763, 0.579], [3.646, -0.164, 0.784], [3.187, 0.271, -0.430], [4.159, -0.086, -1.406], [5.179, -0.723, -0.750], [5.432, -1.152, 1.304], [3.227, -0.081, 1.773], [2.273, 0.810, -0.598], [4.121, 0.122, -2.463], [6.104, -1.136, -1.112], [-5.731, -4.819, 3.666], [-6.239, -3.696, 4.264], [-7.444, -3.422, 3.678], [-7.673, -4.417, 2.688], [-6.599, -5.264, 2.704], [-4.862, -5.256, 3.908], [-5.699, -3.189, 5.045], [-8.088, -2.596, 3.926], [-8.526, -4.496, 2.036], [-6.379, -6.139, 2.117], [0.497, -4.790, -2.627], [1.406, -3.790, -2.829], [1.607, -3.673, -4.179], [0.784, -4.643, -4.815], [0.112, -5.315, -3.828], [0.147, -5.079, -1.730], [1.827, -3.244, -2.001], [2.267, -2.969, -4.657], [0.694, -4.823, -5.873], [-0.608, -6.115, -3.879]], "homo_lumo_gap_ev": 7.4, "energy_ev": -68716.0240, "total_charge": -1, "lumo_ha": 0.0608}

***

(2)
{"formula": "C31H41N4O5ReS2Si", "method": "wB97M-V/def2-TZVPD", "species": ["Re", "O", "C", "O", "C", "C", "C", "C", "C", "N", "C", "O", "O", "H", "H", "H", "H", "C", "C", "C", "C", "C", "C", "N", "N", "Si", "C", "C", "C", "H", "H", "H", "H", "H", "H", "H", "H", "H", "H", "H", "H", "H", "H", "H", "S", "C", "N", "C", "C", "S", "H", "H", "H", "H", "H", "C", "C", "C", "C", "C", "C", "C", "C", "C", "C", "C", "C", "O", "H", "H", "H", "H", "H", "H", "H", "H", "H", "H", "H", "H", "H", "H", "H", "H", "H"], "xyz": [[0.136, -0.151, -0.504], [1.887, -4.035, 1.893], [1.416, -2.982, 1.205], [1.746, -2.726, 0.074], [0.402, -2.203, 1.980], [0.301, -2.311, 3.354], [-0.554, -1.441, 4.035], [-1.386, -0.623, 3.300], [-1.365, -0.728, 1.906], [-0.357, -1.354, 1.264], [-2.391, -0.132, 1.077], [-3.723, 1.872, 0.625], [-1.886, 0.270, -1.366], [2.510, -4.502, 1.309], [0.906, -3.034, 3.876], [-0.590, -1.440, 5.115], [-2.103, 0.036, 3.767], [1.446, 2.995, -2.163], [1.106, 1.814, -3.008], [1.269, 1.801, -4.383], [1.009, 0.632, -5.090], [0.623, -0.522, -4.440], [0.494, -0.464, -3.050], [0.670, 0.709, -2.388], [0.175, -1.416, -2.116], [-0.161, -3.084, -2.581], [1.371, -3.777, -3.394], [-0.542, -4.116, -1.072], [-1.606, -3.140, -3.786], [2.530, 3.062, -2.054], [1.018, 2.887, -1.170], [1.099, 3.921, -2.619], [1.603, 2.695, -4.887], [1.127, 0.622, -6.165], [0.442, -1.436, -4.979], [2.270, -3.438, -2.881], [1.458, -3.508, -4.445], [1.344, -4.866, -3.339], [0.305, -4.760, -0.841], [-1.404, -4.756, -1.258], [-0.751, -3.513, -0.190], [-1.781, -2.182, -4.276], [-2.531, -3.432, -3.290], [-1.419, -3.874, -4.569], [2.488, 0.341, -0.281], [3.335, 0.067, 1.140], [4.664, 0.100, 1.174], [5.308, -0.263, 2.431], [4.273, 0.022, 3.517], [2.649, -0.154, 2.710], [5.175, 0.137, 0.304], [6.209, 0.332, 2.571], [5.584, -1.321, 2.415], [4.355, 1.033, 3.912], [4.339, -0.692, 4.334], [1.257, 3.719, 1.734], [-0.132, 4.314, 1.520], [-0.280, 5.033, 0.176], [-1.280, 3.347, 1.692], [-2.378, 3.789, 2.523], [-3.497, 3.087, 2.775], [-3.741, 1.853, 2.053], [-2.573, 1.305, 1.228], [-3.324, -0.902, 0.197], [-3.021, -0.616, -1.294], [-3.442, -2.394, 0.502], [-1.324, 2.102, 1.151], [-0.269, 1.517, 0.579], [2.014, 4.481, 1.552], [1.445, 2.872, 1.072], [1.372, 3.373, 2.762], [-0.268, 5.078, 2.292], [-0.372, 4.321, -0.637], [0.572, 5.683, -0.022], [-1.182, 5.644, 0.170], [-2.236, 4.732, 3.036], [-4.197, 3.399, 3.534], [-4.461, 1.141, 2.448], [-4.303, -0.446, 0.392], [-1.781, 0.588, -2.273], [-3.859, -0.114, -1.779], [-2.783, -1.537, -1.833], [-3.177, -2.623, 1.535], [-2.804, -2.990, -0.144], [-4.466, -2.731, 0.351]], "homo_lumo_gap_ev": [6.1, 6.0], "energy_ev": -80683.4037, "multiplicity": 2, "s2": 0.93, "total_charge": 1, "lumo_ha": [-0.1139, -0.1162]}

***

(3)
{"formula": "C31H41N5OS2SiTm", "method": "wB97M-V/def2-TZVPD", "species": ["Tm", "C", "S", "C", "S", "N", "N", "C", "C", "C", "C", "C", "C", "N", "H", "H", "H", "H", "H", "H", "H", "H", "C", "Si", "C", "N", "C", "C", "C", "C", "C", "C", "C", "C", "C", "C", "C", "C", "C", "C", "C", "C", "C", "H", "H", "H", "H", "H", "H", "H", "H", "H", "H", "H", "H", "H", "H", "H", "H", "H", "H", "H", "H", "H", "H", "H", "H", "C", "N", "C", "C", "C", "O", "H", "H", "H", "H", "H", "H", "H", "H", "H"], "xyz": [[1.648, -0.032, -0.505], [-1.225, -5.992, -1.345], [-0.090, -4.723, -2.004], [0.817, -4.084, -0.573], [-1.322, -1.635, -0.740], [1.379, -3.019, -1.069], [2.322, -2.314, -0.442], [3.473, -2.793, -0.125], [4.437, -1.805, 0.292], [5.774, -2.147, 0.490], [6.666, -1.124, 0.697], [6.196, 0.190, 0.701], [4.847, 0.455, 0.550], [3.974, -0.520, 0.321], [-0.785, -6.977, -1.478], [-2.178, -5.919, -1.862], [-1.396, -5.799, -0.289], [3.694, -3.846, -0.212], [6.068, -3.200, 0.416], [7.718, -1.303, 0.832], [6.867, 1.032, 0.786], [4.472, 1.470, 0.574], [1.443, 2.029, 0.738], [-0.317, 1.893, 1.313], [-1.372, 0.877, 0.036], [-0.575, -0.193, -0.589], [-1.828, -2.186, 0.921], [-3.156, -2.946, 0.797], [-4.379, -2.043, 0.486], [-4.119, -1.033, -0.643], [-2.920, -1.364, -1.539], [-1.448, 3.352, 1.667], [-2.842, 3.097, 1.720], [-3.747, 4.100, 1.957], [-3.278, 5.394, 2.159], [-1.918, 5.671, 2.170], [-1.011, 4.653, 1.933], [-0.287, 0.695, 2.781], [0.647, -0.335, 2.857], [0.558, -1.330, 3.807], [-0.500, -1.353, 4.696], [-1.437, -0.318, 4.692], [-1.322, 0.686, 3.727], [2.097, 2.209, 1.610], [1.615, 2.850, 0.063], [-1.835, 1.499, -0.715], [-2.199, 0.459, 0.611], [-1.857, -1.352, 1.608], [-1.026, -2.841, 1.244], [-3.284, -3.521, 1.723], [-3.049, -3.689, -0.003], [-4.738, -1.501, 1.366], [-5.199, -2.724, 0.201], [-4.011, -0.025, -0.250], [-4.972, -0.992, -1.309], [-2.708, -0.565, -2.258], [-3.066, -2.280, -2.120], [-3.199, 2.073, 1.556], [-4.810, 3.873, 2.014], [-4.014, 6.189, 2.383], [-1.588, 6.690, 2.360], [0.044, 4.890, 1.945], [1.533, -0.345, 2.169], [1.295, -2.125, 3.801], [-0.577, -2.158, 5.423], [-2.235, -0.308, 5.405], [-2.101, 1.433, 3.712], [0.915, 2.445, -5.407], [1.110, 1.434, -4.380], [0.383, 0.169, -4.543], [1.885, 1.634, -3.326], [2.578, 2.979, -3.122], [2.079, 0.723, -2.479], [0.110, 2.129, -6.097], [1.818, 2.568, -5.993], [0.614, 3.404, -4.993], [0.641, -0.263, -5.493], [-0.684, 0.399, -4.481], [0.658, -0.508, -3.727], [3.059, 3.310, -4.043], [3.325, 2.875, -2.367], [1.842, 3.706, -2.789]], "homo_lumo_gap_ev": [6.3, 6.3], "energy_ev": -101382.4035, "multiplicity": 3, "s2": 2.00, "total_charge": 1, "lumo_ha": [-0.1080, -0.1075]}